Entry 1:
Computed, not measured: a molecular structure, C28H31Cl2N4O5PPt, with ωB97M-V/def2-TZVPD.

XYZ file:
```
72
Properties=species:S:1:pos:R:3:mulliken_charge:R:1
Pt -2.21 0.47 -0.20 0.74
C -2.49 -3.39 3.83 -0.51
C -3.37 -3.85 2.85 -0.58
C -3.45 -3.22 1.63 -0.43
C -2.65 -2.10 1.40 0.33
C -1.75 -1.64 2.35 0.26
C -1.68 -2.30 3.57 -1.31
N -2.68 -1.44 0.13 0.97
N -3.00 -2.17 -0.84 -0.85
C -2.76 -1.54 -2.08 0.13
C -2.93 -2.27 -3.24 -0.44
C -2.49 -1.71 -4.43 -0.37
C -1.87 -0.47 -4.39 -1.07
C -1.75 0.20 -3.18 0.00
N -2.25 -0.30 -2.05 -0.07
H -2.45 -3.89 4.78 0.42
H -4.00 -4.71 3.05 0.38
H -4.12 -3.57 0.86 0.47
H -1.08 -0.83 2.11 0.63
H -0.98 -1.95 4.32 0.48
H -3.36 -3.26 -3.17 0.52
H -2.59 -2.25 -5.36 0.42
H -1.45 -0.03 -5.28 0.44
H -1.22 1.13 -3.11 0.61
Cl -1.62 1.76 4.54 -0.22
C -1.28 2.68 3.12 0.68
C -0.57 3.90 3.23 -0.79
C -0.29 4.65 2.13 0.96
Cl 0.59 6.14 2.31 -0.29
C -0.70 4.23 0.84 0.34
C -0.50 4.94 -0.36 -0.86
C -0.98 4.43 -1.53 -0.98
C -1.61 3.18 -1.53 -0.33
N -1.78 2.47 -0.44 -0.40
C -1.37 3.00 0.76 0.24
C -1.69 2.20 1.89 -0.26
O -2.37 1.10 1.71 -0.99
H -0.26 4.23 4.21 0.46
H 0.03 5.88 -0.33 0.43
H -0.86 4.96 -2.47 0.43
H -2.02 2.77 -2.45 0.85
C 2.18 2.46 -0.98 -0.98
C 2.98 1.56 -0.04 1.62
C 4.45 1.55 -0.42 -2.08
C 2.79 2.01 1.41 -1.22
O 2.57 0.18 -0.13 -0.06
P 1.03 -0.27 -0.35 0.36
O 0.62 -0.12 -1.78 -0.72
O 0.17 0.38 0.70 -0.15
O 1.11 -1.82 0.08 0.06
C 1.97 -2.86 -0.44 1.70
C 2.37 -2.61 -1.89 -1.45
C 1.13 -4.13 -0.33 -1.71
C 3.19 -2.94 0.46 -1.47
H 2.57 3.48 -0.91 0.55
H 1.13 2.46 -0.71 -0.05
H 2.26 2.10 -2.01 0.28
H 4.88 2.55 -0.28 0.44
H 4.57 1.26 -1.46 0.40
H 4.99 0.85 0.21 0.38
H 3.10 3.05 1.53 0.42
H 3.38 1.39 2.08 0.34
H 1.74 1.92 1.69 -0.07
H 1.49 -2.46 -2.51 0.21
H 2.93 -3.48 -2.25 0.50
H 3.00 -1.73 -1.98 0.23
H 0.28 -4.08 -1.02 0.34
H 0.74 -4.23 0.69 0.32
H 1.73 -5.01 -0.57 0.45
H 3.74 -2.00 0.43 0.14
H 3.85 -3.75 0.13 0.44
H 2.89 -3.14 1.49 0.32
```

## Properties
Highest occupied orbital energy = -7.7 eV
Largest force on an atom = 0.010 Eh/bohr
Lowest unoccupied orbital energy = -1.68 eV

***

Entry 2:
Computed, not measured: a molecular structure, C28H31ClF2IrN6O7S in a non-equilibrium geometry, with ωB97M-V/def2-TZVPD.

XYZ file:
```
77
Properties=species:S:1:pos:R:3:lowdin_spin:R:1
Ir -1.30 0.21 0.58 0.72
O -4.91 2.27 4.65 0.00
C -3.85 1.71 5.23 0.00
O -3.65 1.79 6.40 0.00
C -2.90 0.96 4.35 0.00
C -1.80 0.25 4.82 0.00
Cl -1.23 0.03 6.39 0.00
N -1.11 -0.25 3.76 0.00
N -1.75 0.07 2.61 0.00
C -2.80 0.83 2.97 0.00
C -3.54 1.43 1.84 0.01
O -4.58 2.01 1.93 0.03
O -2.95 1.24 0.65 0.11
C 0.06 -1.08 3.78 0.00
C 1.21 -0.62 3.15 0.00
C 2.34 -1.43 3.15 0.00
C 2.32 -2.66 3.79 0.00
C 1.17 -3.09 4.44 0.00
C 0.03 -2.30 4.43 0.00
H -4.93 2.16 3.68 0.00
H 1.23 0.36 2.70 0.00
H 3.24 -1.09 2.66 0.00
H 3.20 -3.28 3.80 0.00
H 1.15 -4.04 4.94 0.00
H -0.88 -2.63 4.93 0.00
N -2.78 -1.42 0.09 0.01
C -2.15 -2.76 0.19 0.00
C -0.73 -2.58 -0.30 0.00
N -0.11 -1.51 0.52 0.04
H -3.61 -1.34 0.67 0.00
H -3.08 -1.24 -0.86 0.00
H -2.68 -3.52 -0.39 0.00
H -2.16 -3.07 1.23 0.00
H -0.72 -2.27 -1.34 0.00
H -0.15 -3.51 -0.21 0.00
H 0.85 -1.28 0.20 0.01
H -0.01 -1.84 1.48 0.00
O 4.00 -1.16 -4.44 0.00
C 2.97 -2.12 -4.63 0.00
N 1.83 -1.73 -3.83 0.00
C 0.79 -1.07 -4.42 0.00
O 0.69 -0.98 -5.62 0.00
C -0.26 -0.43 -3.55 0.00
C -1.44 -0.15 -4.15 0.00
C -2.42 0.61 -3.47 0.00
C -2.24 0.86 -2.14 0.00
N -1.13 0.48 -1.46 0.00
C 0.02 0.11 -2.19 0.00
H 4.68 -1.29 -5.11 0.00
H 3.31 -3.11 -4.33 0.00
H 2.64 -2.12 -5.67 0.00
H 1.95 -1.73 -2.83 0.00
H -1.60 -0.49 -5.16 0.00
H -3.34 0.93 -3.94 0.00
H -3.02 1.33 -1.56 0.00
H 0.60 -0.57 -1.58 0.00
F -0.55 2.45 2.22 0.00
C -0.33 1.96 0.97 0.03
F -0.75 2.91 0.09 0.00
H 0.77 1.88 0.86 0.02
C 4.31 0.81 -0.68 0.00
S 2.66 0.75 -0.02 0.00
O 2.12 -0.64 -0.28 0.00
C 1.85 1.89 -1.15 0.00
C 1.96 3.21 -0.83 0.00
C 1.36 4.18 -1.66 0.00
C 0.64 3.83 -2.79 0.00
C 0.52 2.50 -3.12 0.00
C 1.14 1.44 -2.35 0.00
H 4.30 0.36 -1.67 0.00
H 4.93 0.23 0.00 0.00
H 4.65 1.85 -0.70 0.00
H 2.49 3.53 0.05 0.00
H 1.46 5.22 -1.39 0.00
H 0.17 4.60 -3.40 0.00
H -0.03 2.21 -4.00 0.00
H 1.89 0.96 -3.00 0.00
```

## Properties
Highest occupied orbital energy (alpha / beta) = -13.4 / -13.3 eV
Largest force on an atom = 0.034 Eh/bohr
Lowest unoccupied orbital energy (alpha / beta) = -7.56 / -8.84 eV
Spin multiplicity = 2
Charge = +2

***

Entry 3:
Computed, not measured: a molecular structure, C28H31IIrN6O8S3 in a non-equilibrium geometry, with ωB97M-V/def2-TZVPD.

XYZ file:
```
78
Properties=species:S:1:pos:R:3:lowdin_spin:R:1
Ir -0.21 -0.06 0.33 2.56
N -0.68 1.57 2.10 0.10
C -2.07 1.38 2.51 0.00
C -2.94 1.32 1.25 0.04
O -4.04 1.84 1.20 0.14
N -2.34 0.66 0.24 0.40
C -2.82 0.84 -1.04 0.10
C -1.66 1.58 -1.95 0.07
O -2.08 2.04 -2.99 0.10
O -0.53 1.53 -1.46 0.11
H -0.06 1.55 2.91 0.00
H -0.58 2.47 1.64 0.00
H -2.45 2.18 3.15 0.00
H -2.15 0.43 3.03 0.00
H -3.73 1.45 -1.08 0.01
H -2.94 -0.10 -1.59 0.02
C -1.80 -4.07 3.73 0.01
O -2.61 -3.73 2.61 0.02
C -2.20 -2.79 1.77 0.07
S -3.22 -2.43 0.51 0.74
S -0.70 -2.04 2.01 0.16
H -2.34 -4.87 4.24 0.00
H -1.68 -3.21 4.39 0.00
H -0.82 -4.43 3.42 0.00
I 5.84 1.29 0.59 0.00
C 4.18 0.50 1.60 0.00
C 4.34 -0.21 2.78 0.00
C 3.21 -0.71 3.40 0.00
C 1.98 -0.52 2.79 0.01
N 1.83 0.14 1.64 0.07
C 2.90 0.68 1.08 0.01
H 5.32 -0.37 3.21 0.00
H 3.27 -1.23 4.34 0.00
H 1.08 -0.92 3.24 0.00
H 2.74 1.27 0.20 0.00
C -1.62 -4.12 -5.24 0.00
N -1.42 -2.99 -4.37 0.00
N -1.44 -3.08 -3.00 0.01
C -0.99 -1.90 -2.46 0.01
O -0.90 -1.74 -1.22 0.10
C -0.65 -1.08 -3.57 0.00
C -0.91 -1.79 -4.71 0.00
C -0.66 -1.42 -6.13 0.00
C -2.09 -4.12 -2.29 0.00
C -1.38 -4.83 -1.34 0.00
C -2.02 -5.80 -0.60 0.00
C -3.37 -6.06 -0.80 0.01
C -4.07 -5.35 -1.76 0.00
C -3.44 -4.38 -2.51 0.00
H -1.78 -5.01 -4.63 0.00
H -0.73 -4.27 -5.86 0.00
H -2.48 -3.97 -5.88 0.00
H -0.32 -0.06 -3.53 0.00
H -0.39 -0.37 -6.19 0.00
H -1.55 -1.60 -6.74 0.00
H 0.16 -2.02 -6.54 0.00
H -0.33 -4.60 -1.17 0.00
H -1.48 -6.36 0.14 0.00
H -3.87 -6.81 -0.21 0.00
H -5.13 -5.53 -1.90 0.00
H -3.99 -3.80 -3.24 0.00
N 1.64 -0.36 -1.34 0.08
C 2.68 -1.31 -1.22 0.00
C 3.97 -1.04 -1.66 0.01
C 4.94 -2.03 -1.60 0.00
C 4.60 -3.26 -1.09 0.01
C 3.35 -3.54 -0.60 0.00
C 2.38 -2.55 -0.65 0.01
S 5.84 -4.62 -1.18 0.00
O 6.91 -4.08 -0.36 0.00
O 6.08 -4.64 -2.61 0.00
O 5.13 -5.76 -0.64 0.00
H 0.87 -0.75 -1.88 0.00
H 1.94 0.49 -1.80 0.00
H 4.21 -0.08 -2.09 0.00
H 5.95 -1.86 -1.95 0.00
H 3.15 -4.52 -0.19 0.00
H 1.38 -2.71 -0.27 0.00
```

## Properties
Highest occupied orbital energy (alpha / beta) = -7.4 / -7.4 eV
Largest force on an atom = 0.037 Eh/bohr
Lowest unoccupied orbital energy (alpha / beta) = -0.85 / -3.79 eV
Spin multiplicity = 6

***

We obtain energy above the lowest of the compared OMol25 structures with the same formula, charge and spin values of 0.000 2.438 1.489 eV for the records listed above, in that order.